Entry 1:
Formula: C13H23BiN4O2P2
Source: the Open Molecules 2025 dataset
Level of theory: ωB97M-V/def2-TZVPD

Element x y z (Å)
Bi (0.7944, -0.3518, 0.6432)
P (1.4157, 1.5193, -1.2459)
C (0.3566, 0.8942, -2.6308)
C (-0.4975, -0.3478, -2.4059)
N (-0.4218, -1.0907, -1.2681)
C (-1.2907, -2.1236, -1.0361)
C (-2.1287, -2.5705, -2.0450)
C (-2.1440, -1.9019, -3.2518)
C (-1.3568, -0.7706, -3.4144)
C (-1.3237, -2.8265, 0.3161)
P (-1.1138, -1.7224, 1.7662)
H (-1.3551, -0.1993, -4.3259)
H (-2.7502, -3.4549, -1.8895)
H (-2.7579, -2.2153, -4.1002)
H (-2.2703, -3.3713, 0.4752)
H (-0.5422, -3.6031, 0.3673)
H (-0.2728, 1.7335, -2.9164)
H (1.0353, 0.7685, -3.4979)
H (-3.6132, 4.9358, -0.6603)
O (-4.0615, 4.0801, -0.6477)
H (-4.1876, 3.8577, -1.5844)
H (-0.1678, 3.9108, 2.9234)
O (0.0634, 3.1618, 2.2946)
H (-0.5527, 2.4306, 2.4946)
C (-2.7839, -1.1207, 2.1671)
H (-3.5374, -1.9236, 2.1707)
H (-2.7512, -0.6740, 3.1723)
H (-3.0851, -0.3613, 1.4311)
C (-0.5327, -2.7235, 3.1708)
H (-0.3929, -2.0495, 4.0307)
H (-1.2629, -3.4946, 3.4563)
H (0.4241, -3.2125, 2.9343)
C (3.1068, 0.9587, -1.7238)
H (3.6032, 1.7500, -2.3127)
H (3.7163, 0.7518, -0.8279)
H (3.0451, 0.0325, -2.3199)
C (1.4675, 3.3461, -1.4181)
H (1.8787, 3.7627, -0.4838)
H (2.1037, 3.6580, -2.2685)
H (0.4481, 3.7447, -1.5582)
N (2.6759, -0.6695, 2.1788)
C (3.8010, -0.6683, 2.5489)
N (5.0634, -0.6329, 2.6954)
C (5.7333, -0.6186, 3.8231)
N (6.4219, -0.5983, 4.7730)

Force components x, y, z for each atom (eV/Å):
Bi 1.31 0.05 -0.02
P 0.27 0.62 -1.14
C 0.54 0.02 -0.22
C 0.01 -0.81 0.07
N -1.27 0.64 0.49
C 0.15 0.07 -0.48
C -0.13 -0.42 0.30
C 0.11 0.49 -0.76
C 0.34 0.13 0.21
C 0.20 -0.43 0.03
P -1.33 -0.77 0.49
H -0.21 0.00 -0.26
H 0.14 0.37 0.02
H 0.08 -0.07 0.46
H 0.26 0.25 -0.38
H -0.05 0.28 -0.05
H -0.37 -0.03 0.01
H -0.41 -0.23 0.29
H -0.19 -0.09 0.03
O 0.28 -0.11 -0.46
H -0.07 0.19 0.42
H 0.32 -1.49 -1.11
O -0.61 0.59 0.94
H 0.29 0.86 0.10
C -0.07 0.20 0.11
H 0.37 0.12 -0.01
H -0.08 -0.01 -0.35
H 0.05 -0.17 0.28
C 0.06 -0.10 0.13
H 0.01 -0.23 -0.28
H 0.11 0.23 -0.17
H -0.28 0.22 0.06
C 0.14 -0.08 0.14
H -0.19 -0.40 0.20
H -0.17 0.14 -0.36
H 0.05 0.37 0.24
C -0.15 0.15 0.06
H -0.17 -0.12 -0.37
H -0.32 -0.27 0.38
H 0.42 -0.19 0.15
N 1.45 0.03 1.34
C -1.19 -0.03 -0.69
N 0.71 0.25 0.75
C 0.04 -0.18 0.03
N -0.48 -0.01 -0.62

The gap between HOMO and LUMO (spin up / spin down) comes out at 6.650 / 4.002 eV. The charge is +2. Its relative energy (zero: lowest compared OMol25 entry of this formula, charge and spin) is 0.0 kcal/mol. The value obtained for the molar mass is 538.28 g mol⁻¹. The largest force on an atom is 0.0385 Eh/bohr.

---

Entry 2:
Formula: C13H23BiOPSSe5Te3
Source: the Open Molecules 2025 dataset
Level of theory: ωB97M-V/def2-TZVPD

Element x y z (Å)
Bi (-0.4924, -2.2820, -1.8576)
Se (-3.0643, -2.5603, 1.9563)
Se (-3.0140, -3.3309, -0.1657)
Te (-2.0218, -5.6874, -0.2374)
Se (-0.9878, -5.0362, -2.4532)
Se (-2.2811, -1.7635, -4.0548)
Te (-0.4706, -1.2788, -5.7191)
Te (1.8008, -0.2465, -4.5629)
Se (2.2022, -1.9425, -2.7940)
C (-1.6771, 1.7487, -3.6611)
C (-2.1814, 1.5984, -2.2390)
P (-1.0678, 0.6634, -1.1659)
C (-1.8013, 0.5516, 0.5334)
C (-3.2695, 0.7676, 0.7466)
C (0.3787, 1.7602, -0.9671)
C (0.1409, 3.2323, -0.5387)
H (-2.4839, 1.7580, -4.4133)
H (-0.9562, 0.9731, -3.9769)
H (-1.1371, 2.6631, -3.8278)
H (-3.0924, 0.9727, -2.2605)
H (-2.3574, 2.5958, -1.6966)
H (-1.1700, 1.1661, 1.1626)
H (-1.5181, -0.5231, 0.7821)
H (-3.5617, 1.7975, 0.7222)
H (-3.5314, 0.3549, 1.7128)
H (-3.8690, 0.2702, -0.0368)
H (0.8830, 1.6694, -1.9328)
H (1.0298, 1.2323, -0.2568)
H (-0.5511, 3.2654, 0.2793)
H (-0.2543, 3.8372, -1.3618)
H (1.0149, 3.7416, -0.1618)
C (2.6869, -3.3632, 2.0541)
S (1.1742, -2.4391, 2.0406)
O (0.6406, -2.2808, 0.6342)
C (1.8657, -0.8461, 2.5224)
C (2.7924, -0.2259, 1.6812)
C (3.1867, 1.0904, 1.9812)
C (2.6981, 1.6956, 3.1285)
C (1.8487, 1.0064, 3.9893)
C (1.4345, -0.2551, 3.6905)
H (3.4339, -3.0511, 1.3092)
H (2.4431, -4.4491, 1.9438)
H (3.1679, -3.1878, 3.0088)
H (3.1052, -0.7359, 0.7463)
H (3.7988, 1.5902, 1.2114)
H (3.0094, 2.7168, 3.3499)
H (1.3907, 1.4662, 4.8317)
H (0.6845, -0.6997, 4.3231)

Force components x, y, z for each atom (eV/Å):
Bi -0.72 -0.63 -0.01
Se 0.09 -0.01 0.79
Se -0.23 0.24 -0.69
Te 0.38 0.25 -0.15
Se 0.29 -0.09 0.02
Se 0.72 0.17 0.79
Te 0.54 -0.17 -0.57
Te -0.72 0.27 -0.16
Se -0.15 -0.41 0.18
C 0.27 -0.15 -0.92
C -0.80 0.87 0.88
P 0.24 -0.40 0.10
C 1.27 -1.38 -0.55
C -0.42 -0.48 -0.52
C 0.38 0.31 0.16
C -0.10 -0.64 -0.65
H 0.16 -0.18 0.43
H -0.55 0.15 0.36
H 0.30 0.69 0.21
H 0.13 0.57 0.17
H -0.22 -1.26 -1.02
H 0.02 0.30 0.38
H -0.58 1.15 0.12
H 0.00 0.84 -0.03
H -0.28 -0.17 0.06
H 0.19 -0.06 0.48
H 0.18 0.26 -0.01
H -0.07 0.16 -0.03
H -0.68 0.03 0.44
H -0.03 -0.16 0.11
H 0.62 -0.06 -0.10
C 0.79 -0.99 -0.63
S -1.33 0.40 -0.20
O 0.90 -0.13 0.72
C 0.76 -0.64 -0.79
C -0.39 0.26 -0.19
C -0.01 -0.94 -1.01
C 0.45 0.48 0.12
C 0.41 0.85 -0.43
C -0.62 -0.52 -0.31
H -0.52 -0.07 -0.13
H 0.17 0.95 -0.01
H -0.18 -0.07 0.44
H -0.23 0.50 0.66
H -0.20 0.00 0.83
H -0.22 -0.20 0.01
H 0.07 0.56 0.64
H -0.08 -0.42 -0.02

The gap between HOMO and LUMO comes out at 5.180 eV. The charge is -1. Its relative energy (zero: lowest compared OMol25 entry of this formula, charge and spin) is 0.0 kcal/mol. The value obtained for the molar mass is 1244.95 g mol⁻¹. The largest force on an atom is 0.0380 Eh/bohr.

---

Entry 3:
Formula: C13H23BrN2O2P
Source: the Open Molecules 2025 dataset
Level of theory: ωB97M-V/def2-TZVPD

Element x y z (Å)
C (1.0953, 2.1929, 2.1372)
O (0.3061, 3.2081, 1.5391)
C (-0.9907, 2.7732, 1.1590)
C (-1.0606, 2.7972, -0.4188)
C (-0.7306, 1.3531, -0.9015)
C (-0.5787, 1.1962, -2.4414)
C (-0.5856, -0.3013, -2.8833)
C (0.0625, -1.2815, -1.8668)
C (1.6033, -1.1114, -1.6860)
N (2.2823, -0.7643, -2.9651)
P (3.6616, 0.0766, -2.4830)
O (4.7461, -0.0063, -3.8086)
Br (3.0963, 2.3302, -2.3548)
H (0.5297, 1.3043, 2.4786)
H (1.5608, 2.6393, 3.0498)
H (1.9406, 1.8552, 1.5001)
H (-1.2343, 1.7328, 1.4525)
H (-1.7876, 3.4172, 1.6003)
H (-2.0491, 3.1683, -0.7700)
H (-0.3048, 3.5008, -0.8288)
H (-1.5625, 0.6760, -0.5851)
H (0.1620, 0.9848, -0.3515)
H (0.3121, 1.7532, -2.8026)
H (-1.4514, 1.7117, -2.9130)
H (0.0008, -0.3572, -3.8261)
H (-1.6013, -0.6765, -3.1496)
H (-0.1014, -2.3095, -2.2730)
H (-0.4137, -1.2795, -0.8544)
H (2.0449, -2.0903, -1.3597)
H (1.8385, -0.3637, -0.8807)
H (4.4504, 0.6794, -4.4207)
N (-1.4693, -1.7750, 1.5405)
C (-1.1516, -3.0725, 1.5396)
C (-1.0678, -3.8473, 2.6858)
C (-1.3241, -3.2433, 3.9062)
C (-1.6536, -1.8975, 3.9325)
C (-1.7135, -1.2142, 2.7285)
H (-0.9562, -3.4988, 0.5616)
H (-0.8078, -4.8956, 2.6240)
H (-1.2676, -3.8140, 4.8255)
H (-1.8597, -1.3897, 4.8656)
H (-1.9701, -0.1606, 2.6981)

Force components x, y, z for each atom (eV/Å):
C 1.08 0.22 0.96
O -0.45 -1.03 0.61
C -0.70 0.59 -1.76
C 0.16 -0.50 0.43
C -0.68 0.13 -0.41
C -0.54 0.14 0.35
C 0.52 0.14 -0.18
C 0.25 -0.53 -0.12
C 0.28 -0.11 -0.50
N 2.34 1.58 1.11
P -0.92 -3.76 -0.69
O -1.29 0.89 0.66
Br -0.15 1.48 -0.34
H 0.03 0.44 -0.36
H -0.24 -0.32 -0.51
H -0.65 0.21 0.01
H 0.42 0.44 0.18
H 0.72 -0.10 -0.11
H 0.42 -0.49 0.14
H -0.35 -0.32 0.48
H 0.45 0.45 -0.07
H -0.34 0.31 -0.47
H -0.33 -0.63 0.30
H 0.45 -0.30 0.26
H -0.23 -0.14 0.62
H 0.40 0.45 0.45
H 0.10 0.58 0.19
H 0.15 0.17 -0.82
H -0.59 0.55 0.22
H -0.43 -0.51 -0.29
H 0.14 -0.10 -0.35
N -0.03 -0.20 0.44
C -0.04 0.29 -0.25
C -0.03 0.05 0.11
C 0.00 -0.05 0.06
C 0.02 -0.08 0.01
C 0.03 0.01 -0.36
H 0.04 -0.03 0.01
H 0.01 0.02 -0.03
H 0.00 0.01 -0.02
H 0.00 0.02 -0.03
H 0.00 0.01 0.07

The gap between HOMO and LUMO comes out at 5.640 eV. The charge is -1. The value obtained for the molar mass is 350.22 g mol⁻¹. The largest force on an atom is 0.0765 Eh/bohr.

---

Entry 4:
Formula: C13H23BrN2O3P
Source: the Open Molecules 2025 dataset
Level of theory: ωB97M-V/def2-TZVPD

Element x y z (Å)
C (-3.7835, 3.4175, 0.3907)
C (-2.3231, 3.7075, -0.3046)
Br (-2.2156, 5.7386, -0.4768)
C (-2.1440, 3.1335, -1.8220)
N (-1.9522, 1.6426, -1.9542)
C (-3.2684, 0.9133, -2.3018)
C (-3.6805, -0.2531, -1.2320)
N (-2.5556, -1.1589, -0.7872)
C (-1.1888, -0.6546, -1.2042)
P (0.1987, -1.4249, -0.1102)
O (-0.3778, -2.4812, 0.9542)
O (1.1059, -0.2365, 0.8125)
O (1.3692, -2.2091, -1.1912)
C (-1.1912, 0.9765, -0.8311)
H (-4.1516, 2.3347, 0.1435)
H (-4.6044, 4.2219, 0.0854)
H (-3.6099, 3.4611, 1.5713)
H (-1.4554, 3.4347, 0.4445)
H (-3.0728, 3.5270, -2.4581)
H (-1.1968, 3.6572, -2.3025)
H (-1.3533, 1.5041, -2.8247)
H (-4.1751, 1.6455, -2.4244)
H (-3.1293, 0.3699, -3.3513)
H (-4.2852, 0.2086, -0.3212)
H (-4.4656, -0.9558, -1.7921)
H (-2.6348, -1.1712, 0.2751)
H (-1.0067, -0.8572, -2.3453)
H (2.0700, -0.3111, 0.5242)
H (1.3864, -1.5723, -1.9850)
H (-1.6894, 1.0468, 0.2253)
H (-0.0837, 1.3484, -0.8854)
C (4.3967, -2.7893, 3.5673)
C (3.6062, -2.4478, 2.4704)
C (4.1653, -2.4040, 1.1936)
C (5.5140, -2.7117, 1.0123)
C (6.3036, -3.0569, 2.1088)
C (5.7466, -3.0917, 3.3869)
H (3.9614, -2.8201, 4.5627)
H (2.5537, -2.2147, 2.6108)
H (3.5508, -2.1313, 0.3400)
H (5.9488, -2.6824, 0.0167)
H (7.3542, -3.2983, 1.9671)
H (6.3633, -3.3553, 4.2416)

Force components x, y, z for each atom (eV/Å):
C 0.40 -0.09 0.70
C -0.62 -0.06 0.53
Br 0.14 -1.58 -0.04
C 0.26 3.43 -0.05
N -0.51 -0.24 -1.11
C -1.79 -2.01 -0.79
C -1.60 0.00 -0.70
N 0.50 1.12 0.94
C -0.79 1.87 0.73
P 0.83 -5.19 4.63
O 1.89 4.60 -4.67
O -0.40 -1.94 -3.33
O -2.75 3.87 0.51
C 1.77 -1.91 -0.10
H 0.61 2.01 0.39
H 1.93 -1.88 0.55
H -0.55 0.02 -2.68
H -1.71 0.44 -1.84
H 2.03 -1.22 1.36
H -1.88 -1.15 1.14
H -0.87 0.31 1.50
H 2.07 -1.23 0.38
H -0.10 1.34 2.26
H 1.50 -0.88 -1.81
H 1.60 1.77 1.06
H 0.71 -0.43 -1.81
H -0.21 0.37 2.15
H -1.48 0.11 0.60
H 0.36 -1.54 1.28
H 0.96 0.34 -2.24
H -2.25 -0.22 0.48
C 0.11 0.00 -0.15
C 0.10 0.03 -0.02
C 0.19 0.01 0.29
C -0.06 0.04 0.12
C -0.15 0.04 -0.01
C -0.16 0.05 -0.15
H 0.06 0.00 -0.16
H 0.11 -0.07 0.00
H 0.06 -0.15 0.01
H -0.05 -0.01 0.15
H -0.18 0.04 0.02
H -0.09 0.03 -0.13

The gap between HOMO and LUMO comes out at 7.170 eV. The charge is +1. The value obtained for the molar mass is 366.22 g mol⁻¹. The largest force on an atom is 0.1363 Eh/bohr.

---

Entry 5:
Formula: C13H23BrNO4
Source: the Open Molecules 2025 dataset
Level of theory: ωB97M-V/def2-TZVPD

Element x y z (Å)
C (1.8416, -3.5109, 4.3152)
C (0.1820, -3.4143, 4.2926)
C (-0.5836, -2.1411, 4.1595)
Br (-0.0166, -0.2300, 4.0005)
C (-2.1138, -2.7358, 4.1561)
O (-3.0723, -2.0405, 3.5385)
O (-2.1141, -4.0355, 4.8453)
C (-0.8550, -4.6825, 4.3642)
O (-0.7267, -5.9759, 4.0503)
H (2.2470, -3.6209, 5.4125)
H (2.2690, -2.5528, 3.7916)
H (2.1125, -4.4614, 3.6721)
C (2.1981, 2.4360, -1.3616)
C (0.6891, 2.4706, -1.1534)
N (-0.1321, 2.0733, -2.4037)
C (0.2454, 3.0378, -3.5566)
C (-1.6374, 2.3363, -2.1532)
C (-2.2927, 1.4970, -1.0734)
C (0.1635, 0.6324, -2.9274)
C (0.0627, -0.5204, -1.9136)
O (1.0165, -0.3860, -0.8656)
C (0.6492, -1.1268, 0.2957)
H (2.5310, 3.2081, -2.0581)
H (2.6994, 2.6356, -0.4064)
H (2.5584, 1.4710, -1.7207)
H (0.3862, 3.4904, -0.8905)
H (0.3933, 1.8237, -0.3286)
H (0.1144, 4.0653, -3.2063)
H (-0.4154, 2.8339, -4.4046)
H (1.2808, 2.8574, -3.8512)
H (-2.1576, 2.1817, -3.1061)
H (-1.7236, 3.3979, -1.8881)
H (-2.6084, 0.5295, -1.4673)
H (-3.2123, 1.9931, -0.7409)
H (-1.6711, 1.3460, -0.1898)
H (1.1803, 0.6618, -3.3310)
H (-0.5303, 0.4632, -3.7573)
H (0.2916, -1.4525, -2.4425)
H (-0.9439, -0.6260, -1.5151)
H (0.1372, -2.0602, 0.0398)
H (0.0010, -0.5068, 0.9213)
H (1.5567, -1.3616, 0.8576)

Force components x, y, z for each atom (eV/Å):
C -1.38 -0.55 -0.69
C -0.01 3.29 -0.44
C 0.37 -5.98 0.81
Br -0.83 -2.83 0.19
C -2.50 4.93 -2.78
O 5.59 -5.44 4.55
O 1.17 0.93 -3.36
C 0.78 -4.03 -1.18
O -0.96 9.44 2.52
H -0.94 0.22 -2.24
H -0.88 -1.87 1.17
H -0.38 1.93 1.46
C 0.06 0.00 -0.16
C -0.02 -0.01 -0.14
N 0.02 0.42 -0.61
C -0.15 -0.69 0.58
C 0.33 -0.02 0.13
C -0.32 -0.26 0.02
C 0.08 0.38 0.72
C 0.35 0.14 0.15
O -0.24 0.07 -0.44
C 0.06 0.09 0.08
H -0.04 -0.01 0.09
H -0.25 -0.07 -0.17
H -0.11 0.03 0.15
H -0.16 -0.15 -0.27
H 0.02 -0.06 -0.32
H 0.02 -0.25 -0.04
H 0.11 0.03 0.24
H -0.22 0.05 0.13
H 0.30 0.06 0.12
H 0.28 -0.22 -0.18
H 0.09 0.06 0.15
H 0.25 0.03 -0.11
H -0.05 0.03 -0.08
H -0.20 0.09 0.10
H 0.06 0.06 0.19
H -0.15 0.12 -0.31
H -0.03 0.09 0.05
H 0.08 0.07 0.01
H -0.11 -0.17 0.07
H -0.10 0.08 -0.16

The gap between HOMO and LUMO comes out at 8.925 eV. The charge is +1. The value obtained for the molar mass is 337.23 g mol⁻¹. The largest force on an atom is 0.1909 Eh/bohr.

---

no.,calculated total energy (Eh)
1,-1775.31848
2,-14349.88146
3,-3684.54013
4,-3759.40805
5,-3438.43486